{
  "formula": "C5H8N2OS2",
  "method": "ωB97M-V/def2-TZVPD",
  "species": ["S", "S", "O", "N", "N", "C", "C", "C", "C", "C", "H", "H", "H", "H", "H", "H", "H", "H"],
  "xyz": [[-0.800, 0.289, 2.137], [-2.292, 1.464, -3.008], [1.762, -0.157, -1.727], [0.613, -0.759, 0.201], [-1.355, 0.269, -2.217], [1.492, -0.878, 1.334], [-0.747, -0.481, 0.531], [0.813, -0.105, -0.988], [1.028, 0.208, 2.309], [-0.539, 0.570, -1.154], [1.382, -1.870, 1.785], [-1.471, -1.274, 0.400], [-3.456, 1.180, -2.389], [-0.596, 1.594, -0.804], [2.524, -0.729, 1.013], [1.257, -0.025, 3.346], [1.434, 1.186, 2.049], [-1.048, -0.481, -2.819]],
  "mulliken_charge": [-0.183, -0.156, -0.622, 0.130, -0.343, -0.629, -0.427, 0.311, -0.542, -0.097, 0.288, 0.338, 0.134, 0.472, 0.314, 0.428, 0.298, 0.288],
  "de_lowest_kcal_mol": 0.0,
  "total_energy_ha": -1176.3843,
  "multiplicity": 1,
  "e_homo_ev": -7.87
}

=====

{
  "formula": "C4H5O6Pb",
  "method": "ωB97M-V/def2-TZVPD",
  "species": ["Pb", "O", "O", "O", "O", "O", "O", "C", "C", "C", "C", "H", "H", "H", "H", "H"],
  "xyz": [[-0.356, 3.865, -3.291], [0.164, 1.095, -0.675], [1.026, 2.650, -2.005], [-1.109, 2.202, -2.164], [0.772, -0.911, 0.691], [0.799, -3.487, 2.826], [2.656, -3.417, 1.476], [1.651, -3.274, 2.055], [-1.029, 0.492, -0.125], [-0.588, -0.566, 0.861], [0.037, 1.937, -1.692], [-1.602, 0.047, -0.948], [-0.777, -0.218, 1.889], [-1.619, 1.267, 0.379], [-1.183, -1.469, 0.670], [1.159, -0.212, 0.053]],
  "mulliken_charge": [1.238, -0.274, -0.649, -0.626, -0.473, -0.361, -0.354, 0.732, -0.327, -0.308, 0.910, 0.322, 0.241, 0.330, 0.262, 0.335],
  "total_charge": 1,
  "de_lowest_kcal_mol": 0.0,
  "total_energy_ha": -799.4729,
  "multiplicity": 1,
  "e_homo_ev": -13.32
}

=====

{
  "formula": "C4H9N2",
  "method": "ωB97M-V/def2-TZVPD",
  "species": ["N", "N", "C", "C", "C", "C", "H", "H", "H", "H", "H", "H", "H", "H", "H"],
  "xyz": [[-0.350, -0.825, -0.660], [-1.235, 1.425, -0.231], [-0.469, 1.074, 1.027], [-0.021, 0.648, -0.378], [0.761, -1.794, -0.250], [-0.682, 2.435, 0.656], [-1.228, -0.825, -0.211], [0.433, -2.761, 0.108], [0.139, 2.995, 0.113], [-1.515, 2.846, 1.151], [1.398, -1.456, 0.650], [-0.656, -0.709, -1.650], [1.480, -1.901, -1.112], [0.949, 1.142, -0.701], [-0.797, 0.365, 1.828]],
  "mulliken_charge": [-0.098, -0.531, -0.170, -0.180, -0.727, -0.190, 0.403, 0.370, 0.232, 0.266, 0.300, 0.384, 0.315, 0.359, 0.267],
  "total_charge": 1,
  "smiles": "C[NH2+][C@@H]1[C@H]2CN21",
  "de_lowest_kcal_mol": 101.3,
  "total_energy_ha": -266.9379,
  "multiplicity": 1,
  "e_homo_ev": -14.86
}

=====

{
  "formula": "C49H42Cl4F6O4",
  "method": "ωB97M-V/def2-TZVPD",
  "species": ["Cl", "Cl", "Cl", "Cl", "F", "F", "F", "F", "F", "F", "O", "O", "O", "O", "C", "C", "C", "C", "C", "C", "C", "C", "C", "C", "C", "C", "C", "C", "C", "C", "C", "C", "C", "C", "C", "C", "C", "C", "C", "C", "C", "C", "C", "C", "C", "C", "C", "C", "C", "C", "C", "C", "C", "C", "C", "C", "C", "C", "C", "C", "C", "C", "C", "H", "H", "H", "H", "H", "H", "H", "H", "H", "H", "H", "H", "H", "H", "H", "H", "H", "H", "H", "H", "H", "H", "H", "H", "H", "H", "H", "H", "H", "H", "H", "H", "H", "H", "H", "H", "H", "H", "H", "H", "H", "H"],
  "xyz": [[-2.573, -3.821, 11.064], [-2.926, -4.034, 8.093], [-5.040, -4.878, 9.955], [-4.371, -2.093, 9.511], [4.529, 7.770, -9.497], [9.536, -8.401, -0.876], [-6.590, 5.712, -3.099], [-6.273, -0.641, 2.030], [3.241, -8.076, 5.337], [-0.621, 11.647, 1.493], [0.254, -1.422, 1.262], [-0.690, -7.546, -1.722], [0.617, 3.863, -0.074], [-1.286, -12.809, -0.138], [5.662, -10.761, 5.987], [6.912, -5.986, -0.016], [-0.360, 15.336, 1.398], [-7.273, 6.848, -5.049], [6.156, -5.996, -1.238], [-6.641, -1.433, 0.969], [4.479, 9.753, -6.471], [-1.076, -11.488, -0.484], [2.993, 7.801, -6.220], [4.132, -8.908, 5.960], [-5.622, 8.909, -4.434], [5.964, -10.461, 7.319], [-6.154, -2.757, 0.937], [-0.246, 14.027, 1.000], [0.430, 1.597, -0.749], [6.613, -6.738, -2.352], [-7.819, -1.884, -1.020], [4.714, -10.019, 5.316], [-6.542, -3.651, -0.040], [-5.596, 7.784, -3.664], [0.364, 0.248, -0.376], [-7.143, 7.901, -6.022], [4.247, 8.109, -8.215], [3.551, 9.006, -5.677], [8.486, -7.583, -1.053], [0.127, 0.811, 1.905], [-7.449, -1.006, -0.012], [-0.554, 15.597, 2.772], [0.121, 2.209, 1.548], [-7.350, -3.210, -1.065], [-0.817, -8.848, -1.257], [-6.297, 8.969, -5.687], [3.354, 7.402, -7.504], [5.395, -9.351, 7.920], [8.059, -6.765, 0.024], [4.883, 9.276, -7.772], [-0.514, 12.952, 1.893], [4.439, -8.585, 7.291], [-0.707, -11.188, -1.763], [-0.901, 14.550, 3.635], [0.355, 2.565, 0.246], [-6.507, 6.777, -3.897], [-3.771, -3.711, 9.693], [0.227, -0.126, 0.959], [7.752, -7.606, -2.206], [-0.768, 13.276, 3.297], [-0.581, -9.848, -2.148], [-1.278, -9.184, 0.057], [-1.459, -10.541, 0.394], [6.544, -5.327, 0.756], [-1.351, -8.490, 0.881], [6.444, -11.215, 7.926], [-6.248, -4.673, -0.227], [-0.211, -11.940, -2.358], [8.067, -8.239, -3.023], [8.689, -6.765, 0.902], [-1.752, -10.806, 1.399], [-0.978, 12.447, 3.957], [0.464, -0.519, -1.129], [-4.980, 9.752, -4.222], [5.317, -5.326, -1.350], [-0.024, 4.498, 0.254], [-0.649, -6.916, -0.998], [-1.415, -12.759, 0.812], [6.119, -6.518, -3.287], [4.429, -10.357, 4.331], [0.549, 1.851, -1.792], [2.761, 6.580, -7.877], [-1.077, 14.801, 4.671], [6.084, -11.621, 5.488], [0.038, 13.832, -0.024], [0.163, 0.358, 2.884], [2.356, 7.349, -5.474], [0.492, -1.389, 2.191], [-0.099, -9.693, -3.102], [5.727, 9.749, -8.252], [-8.518, -1.451, -1.719], [-7.912, -0.039, 0.121], [-0.654, 16.590, 3.185], [-8.026, 6.094, -5.222], [0.209, 2.878, 2.391], [-6.290, 9.884, -6.262], [3.994, -7.682, 7.681], [-5.453, -2.961, 1.733], [-7.795, 7.967, -6.881], [-0.343, 16.169, 0.711], [3.269, 9.254, -4.665], [-7.633, -3.820, -1.910], [-4.913, 7.669, -2.835], [5.726, -9.096, 8.916], [5.083, 10.542, -6.048]],
  "mulliken_charge": [-0.102, -0.115, -0.073, -0.076, -0.308, -0.289, -0.284, -0.303, -0.296, -0.277, -0.491, -0.528, -0.534, -0.523, -0.262, -0.506, -0.373, -0.216, -0.311, 0.367, -0.358, 0.713, -0.223, 0.458, -0.464, -0.506, -0.377, -0.317, -0.500, -0.444, -0.320, -0.492, -0.379, -0.272, -0.417, -0.462, 0.565, -0.467, 0.210, -0.386, -0.356, -0.404, -0.585, -0.397, 0.437, -0.319, -0.520, -0.250, -0.225, -0.456, 0.368, -0.448, -0.475, -0.361, 0.434, 0.254, 0.366, 0.544, -0.257, -0.370, -0.335, -0.502, -0.561, 0.370, 0.291, 0.330, 0.339, 0.336, 0.383, 0.366, 0.242, 0.367, 0.369, 0.326, 0.353, 0.323, 0.287, 0.265, 0.351, 0.376, 0.402, 0.363, 0.319, 0.354, 0.358, 0.231, 0.334, 0.275, 0.351, 0.394, 0.320, 0.370, 0.332, 0.358, 0.337, 0.351, 0.393, 0.368, 0.352, 0.358, 0.355, 0.370, 0.375, 0.340, 0.319],
  "smiles": "ClC(Cl)(Cl)Cl.Oc1ccc(O)cc1.Oc1ccc(O)cc1.Fc1ccccc1.Fc1ccccc1.Fc1ccccc1.Fc1ccccc1.Fc1ccccc1.Fc1ccccc1",
  "de_lowest_kcal_mol": 26.6,
  "total_energy_ha": -4633.1214,
  "multiplicity": 1,
  "e_homo_ev": -8.25
}

=====

Number 1: LUMO energy 0.708 eV. Number 2: LUMO energy -6.655 eV. Number 3: LUMO energy -3.263 eV. Number 4: LUMO energy -0.003 eV.